Computed, not measured: a cluster of 3 separate species, C18H22N2O7 in total, with the ωB97M-V functional and the def2-TZVPD basis.

Last column: Mulliken charge in e.
Geometry (Å):
O  2.077  -4.220  -2.820  -0.403
O  2.602  -0.051  1.325  -0.557
O  -3.971  7.224  0.871  -0.602
O  -1.431  0.648  1.434  -0.535
O  0.260  -4.701  -1.681  -0.365
O  -3.259  0.077  2.422  -0.616
O  -2.087  8.266  0.735  -0.606
N  -2.408  -0.070  1.564  0.968
N  -2.757  7.271  0.948  1.000
C  3.851  -2.599  -2.349  -0.627
C  2.330  -1.122  0.439  -0.497
C  -0.669  6.061  1.440  -0.384
C  -3.685  -1.996  0.714  -0.426
C  -1.609  -1.386  -0.357  -0.225
C  -0.002  4.892  1.774  -0.450
C  -2.047  6.038  1.322  0.047
C  -2.888  -3.243  -1.181  -0.593
C  -2.570  -1.182  0.618  0.059
C  -3.842  -3.031  -0.195  -0.412
C  -0.715  3.719  1.983  -0.407
C  2.335  -2.807  -2.495  0.104
C  1.391  -4.814  -1.819  0.073
C  4.259  -1.669  -1.190  -0.764
C  -2.772  4.878  1.538  -0.463
C  -2.098  3.713  1.868  -0.186
C  3.587  -1.975  0.154  -0.537
C  -1.771  -2.423  -1.259  -0.365
H  5.333  -1.811  -1.050  0.328
H  -2.650  2.798  2.033  0.324
H  1.076  4.896  1.867  0.375
H  -0.739  -0.747  -0.421  0.444
H  -0.112  6.971  1.275  0.442
H  4.197  -2.125  -3.267  0.245
H  4.153  -0.627  -1.493  0.407
H  1.871  -0.775  -0.491  0.331
H  -3.015  -4.050  -1.892  0.403
H  -4.428  -1.834  1.480  0.449
H  2.661  0.747  0.791  0.321
H  1.589  -1.777  0.906  0.283
H  4.319  -3.576  -2.251  0.349
H  -3.848  4.871  1.449  0.442
H  1.969  -2.236  -3.342  0.315
H  1.778  -2.598  -1.585  -0.137
H  -0.194  2.805  2.236  0.466
H  -1.029  -2.593  -2.025  0.446
H  -4.711  -3.672  -0.135  0.375
H  4.294  -1.679  0.931  0.405
H  3.402  -3.037  0.319  0.317
H  1.976  -5.447  -1.136  0.437

Computed properties:
**Gap between HOMO and LUMO**: 9.2 eV
**Molar mass**: 378.4 g mol⁻¹
**Structure (SMILES)**: O=[N+]([O-])c1ccccc1.O=[N+]([O-])c1ccccc1.O=COCCCCCO
**Lowest unoccupied orbital energy**: -0.65 eV
**Maximum force**: 5.186 eV/A
**ΔE to the lowest compared entry with this formula, charge and spin**: 78.1 kcal per mole
**Charge**: 0
**HOMO**: -9.85 eV

Computed, not measured: a cluster of 7 separate species, C31H50BO14S in total, with the ωB97M-V functional and the def2-TZVPD basis.

Last column: Mulliken charge in e.
Geometry (Å):
S  3.520  1.699  -2.253  0.355
O  -2.069  -1.851  1.223  -0.485
O  2.984  2.343  1.658  -0.269
O  3.008  1.584  -4.790  -0.188
O  4.180  1.833  3.485  -0.618
O  -5.427  1.639  0.115  -0.386
O  -0.963  2.868  5.256  -0.365
O  -4.644  0.293  6.172  -0.536
O  -5.483  2.914  -1.732  -0.563
O  4.046  -1.833  -5.690  -0.659
O  -1.154  1.050  3.944  -0.463
O  2.777  -3.541  -6.374  -0.377
O  -0.619  -2.519  -0.330  -0.151
O  -3.256  -0.583  4.647  -0.373
O  2.915  -0.960  -3.104  -0.025
C  4.874  2.136  -1.254  -0.912
C  -4.869  2.229  -0.970  0.420
C  -1.033  -4.833  -0.352  -0.701
C  4.290  1.740  -6.866  -1.046
C  -3.135  -1.826  3.929  -0.068
C  -4.289  -0.644  5.518  0.439
C  1.904  2.661  3.730  -0.309
C  -0.403  -3.691  -1.138  -0.324
C  -4.910  -2.027  5.486  -0.592
C  1.825  -1.412  -6.600  0.073
C  0.857  2.636  2.622  -0.179
C  3.722  -0.809  -0.658  -0.382
C  0.717  -2.456  -6.696  -0.538
C  -4.414  0.972  0.891  -0.131
C  3.996  2.114  -3.987  -0.849
C  -3.387  1.913  -1.022  -0.410
C  -3.272  0.719  -0.079  -0.076
C  -2.959  2.695  6.490  -0.794
C  -1.658  -2.723  0.514  0.237
C  1.695  2.925  1.388  -0.526
C  -2.185  -4.134  0.366  -0.390
C  2.545  -0.747  0.365  -0.289
C  -3.821  -2.858  4.812  -0.566
C  -1.543  1.704  4.872  0.190
C  5.894  2.278  -0.641  0.636
C  3.009  -2.240  -6.153  0.559
C  3.156  2.219  3.004  0.346
C  -1.589  3.352  6.462  -0.481
C  -2.688  1.361  5.801  0.376
C  3.034  2.205  -6.086  -0.432
C  1.503  -3.714  -7.030  -0.473
B  3.347  -0.212  -2.056  -0.060
H  4.581  0.761  -6.474  0.249
H  1.028  -4.617  -6.656  0.350
H  4.031  3.210  -4.065  0.561
H  -2.832  2.779  -0.656  0.237
H  -1.645  4.437  6.425  0.384
H  5.121  2.417  -6.638  0.360
H  0.234  -2.568  -5.724  0.156
H  -3.369  2.601  7.493  0.330
H  0.665  -3.832  -1.290  0.308
H  -2.084  -2.045  3.768  0.227
H  1.275  2.465  0.492  0.281
H  -1.340  -5.668  -0.979  0.362
H  -3.621  -1.715  2.963  0.014
H  -3.545  1.000  5.240  0.115
H  2.958  3.297  -6.028  0.435
H  -3.081  1.671  -2.036  0.308
H  6.837  2.209  -0.140  0.411
H  1.827  3.996  1.205  0.348
H  0.429  1.644  2.548  0.027
H  2.092  0.250  0.356  -0.269
H  -5.133  -2.372  6.492  0.342
H  -0.882  -3.536  -2.107  0.234
H  2.915  -0.961  1.368  0.430
H  2.162  1.846  -6.635  0.336
H  1.603  -0.639  -5.869  0.035
H  -4.121  1.626  1.716  0.059
H  2.053  -0.965  -7.570  0.267
H  -5.824  -1.986  4.891  0.281
H  -3.454  -0.204  -0.632  0.070
H  -3.091  -4.107  -0.241  0.295
H  4.564  -0.278  -0.199  0.275
H  -2.306  0.629  0.411  0.286
H  -0.053  -2.222  -7.428  0.368
H  5.006  1.739  -4.194  0.367
H  1.679  -3.826  -8.101  0.272
H  1.747  -1.456  0.115  0.084
H  -2.396  -4.572  1.337  0.273
H  -2.351  0.597  6.503  0.255
H  -3.122  -3.226  5.566  0.329
H  -0.321  -5.211  0.384  0.297
H  -4.823  0.052  1.302  0.195
H  2.062  3.666  4.125  0.298
H  4.037  -1.849  -0.800  0.321
H  3.639  -1.180  -3.715  0.229
H  4.120  1.706  -7.941  0.353
H  -3.663  3.279  5.894  0.329
H  1.665  1.974  4.536  0.231
H  0.043  3.341  2.763  0.466
H  -0.969  3.060  7.312  0.254
H  -4.197  -3.717  4.257  0.330

Computed properties:
**Gap between HOMO and LUMO**: 7.6 eV
**Molar mass**: 689.6 g mol⁻¹
**Lowest unoccupied orbital energy**: -3.18 eV
**Maximum force**: 3.235 eV/A
**Charge**: +1
**HOMO**: -10.74 eV

Computed, not measured: a structure of composition C6H10O2, with the ωB97M-V functional and the def2-TZVPD basis.

Last column: Mulliken charge in e.
Geometry (Å):
O  1.025  0.839  -1.977  -0.548
O  1.257  -0.597  -0.121  -0.300
C  0.976  0.754  -0.756  0.130
C  -0.983  -0.012  0.883  0.332
C  -1.564  1.695  -0.908  -0.730
C  -1.976  -1.117  0.890  -1.216
C  2.629  -0.921  0.041  -0.710
C  -0.850  0.915  -0.122  0.025
H  3.125  -1.158  -0.904  0.259
H  -2.270  -1.403  -0.117  0.352
H  -0.566  0.236  1.854  0.303
H  3.193  -0.091  0.484  0.298
H  2.716  -1.803  0.677  0.245
H  1.539  1.471  -0.112  0.334
H  -1.112  2.470  -1.514  0.291
H  -2.891  -0.785  1.398  0.344
H  -1.652  -1.979  1.473  0.358
H  -2.595  1.486  -1.170  0.233

Computed properties:
**Gap between HOMO and LUMO (alpha / beta)**: 7.5 / 7.2 eV
**Molar mass**: 114.1 g mol⁻¹
**Lowest unoccupied orbital energy (alpha / beta)**: -0.98 / -1.16 eV
**Maximum force**: 2.754 eV/A
**ΔE to the lowest compared entry with this formula, charge and spin**: 123.3 kcal per mole
**Charge**: 0
**HOMO (alpha / beta)**: -8.50 / -8.39 eV

Computed, not measured: the ion C31H35N4O with charge +1, with the ωB97M-V functional and the def2-TZVPD basis.

Last column: Mulliken charge in e.
Geometry (Å):
O  8.891  -1.457  5.703  -0.694
N  0.413  -0.768  2.687  0.512
N  5.417  -1.458  5.429  0.721
N  6.980  -2.053  6.901  0.843
N  3.460  -0.355  1.500  -0.596
C  -1.577  -1.172  6.528  -0.744
C  -0.489  -0.915  5.660  -0.593
C  -0.332  -2.979  7.565  -0.615
C  6.678  -1.338  4.698  -0.061
C  0.733  -2.804  6.626  -0.328
C  2.725  -0.832  2.332  0.061
C  -1.953  0.362  1.847  -0.240
C  5.134  -0.611  7.907  2.207
C  -1.839  -1.019  2.074  -0.691
C  1.681  -1.293  3.239  -0.930
C  3.087  -1.883  5.254  0.098
C  5.432  -1.089  9.326  -1.797
C  0.342  0.568  2.545  0.304
C  7.664  -1.598  5.805  -0.187
C  0.637  -1.696  5.754  -0.212
C  -0.829  1.158  2.153  -0.807
C  5.915  0.662  7.585  -1.772
C  8.057  -5.580  5.134  -0.695
C  4.237  -1.392  4.770  -2.008
C  -0.657  -1.592  2.457  0.222
C  6.790  -2.344  3.567  -1.478
C  5.553  -1.759  6.879  -1.582
C  1.832  -1.267  4.951  2.024
C  5.653  -4.523  4.169  0.235
C  -1.512  -2.228  7.447  -0.626
C  7.716  -2.661  7.992  -1.252
C  3.641  -0.338  7.831  -1.924
C  6.870  -6.325  5.252  -0.479
C  8.017  -4.309  4.552  -0.293
C  6.814  -3.747  4.107  0.329
C  5.666  -5.794  4.763  -0.794
H  1.553  -3.512  6.671  0.537
H  7.013  -3.118  8.694  0.444
H  1.278  1.128  2.710  0.332
H  5.674  1.044  6.585  0.266
H  3.377  0.387  8.616  0.631
H  4.987  -2.672  7.131  0.803
H  3.150  -2.732  6.008  -0.274
H  4.736  -6.377  4.843  0.390
H  6.893  -7.313  5.727  0.380
H  3.346  0.105  6.875  0.230
H  -0.215  -3.720  8.368  0.391
H  4.978  -0.384  10.038  0.457
H  8.375  -3.445  7.587  0.317
H  -2.452  -0.518  6.448  0.393
H  6.999  0.504  7.670  0.337
H  -0.827  2.238  2.036  0.446
H  5.634  1.430  8.317  0.482
H  1.847  -0.092  4.594  0.531
H  -0.512  -0.100  4.962  0.514
H  9.012  -5.988  5.495  0.422
H  8.338  -1.912  8.509  0.339
H  6.735  -0.298  4.353  0.555
H  -2.704  -1.677  1.902  0.435
H  4.995  -2.082  9.510  0.342
H  -2.351  -2.400  8.144  0.373
H  -0.471  -2.668  2.554  0.400
H  5.984  -2.219  2.835  0.587
H  -2.875  0.827  1.426  0.408
H  1.662  -2.380  3.319  0.583
H  3.053  -1.248  8.010  0.328
H  8.939  -3.731  4.466  0.424
H  4.346  -0.951  3.775  0.721
H  7.746  -2.116  3.097  0.594
H  6.507  -1.110  9.539  0.404
H  4.718  -4.126  3.767  0.320

Computed properties:
**Gap between HOMO and LUMO**: 5.9 eV
**Molar mass**: 479.6 g mol⁻¹
**Structure (SMILES)**: CN1C(=O)[C@@H](Cc2ccccc2)N(/C=C/[C@H](c2ccccc2)[C@H](C#N)[n+]2ccccc2)[C@@H]1C(C)(C)C
**Lowest unoccupied orbital energy**: -4.44 eV
**Maximum force**: 6.129 eV/A
**ΔE to the lowest compared entry with this formula, charge and spin**: 80.4 kcal per mole
**Charge**: +1
**HOMO**: -10.32 eV

Computed, not measured: a structure of composition C37H41CuN5O2, with the ωB97M-V functional and the def2-TZVPD basis.

Last column: Mulliken charge in e.
Geometry (Å):
Cu  -0.526  0.605  0.191  0.116
O  1.252  4.084  -1.392  -0.799
O  1.046  -0.255  3.974  -0.794
N  -2.463  0.623  0.352  0.828
N  0.334  1.957  1.281  0.471
N  0.037  2.070  -1.318  0.449
N  -7.527  -0.382  1.478  -0.543
N  0.363  -0.715  1.813  0.617
C  3.221  -1.700  2.283  1.254
C  -6.458  -0.147  1.068  -0.177
C  -3.013  0.991  1.507  -0.229
C  0.237  1.714  -2.648  -0.117
C  -0.487  -3.013  2.058  0.267
C  -1.801  -2.718  1.403  2.248
C  2.750  -1.024  -2.071  -0.957
C  -0.266  -4.252  2.711  -0.777
C  0.582  -2.069  2.110  -0.102
C  4.235  -2.402  1.430  -1.622
C  1.937  -2.535  2.428  0.713
C  0.379  0.706  -5.331  -1.545
C  -4.508  -0.284  -0.413  -0.941
C  0.822  1.563  2.461  0.093
C  -3.238  2.418  -3.312  -0.963
C  1.303  4.098  1.531  -1.016
C  0.960  -4.598  3.229  -1.513
C  0.810  3.068  0.699  -0.131
C  3.988  -1.444  3.585  -1.518
C  -0.729  2.059  -3.690  0.326
C  -0.681  1.505  -4.946  -0.401
C  2.508  0.557  -2.184  1.305
C  1.329  0.413  -4.395  0.100
C  -2.959  -3.681  1.874  -1.960
C  -1.868  3.077  -3.580  0.210
C  0.696  0.116  2.839  0.289
C  1.466  2.470  3.297  -0.819
C  -5.102  0.115  0.790  0.679
C  0.766  3.120  -0.801  0.331
C  3.813  1.295  -2.627  -1.750
C  1.374  0.917  -3.091  0.417
C  -4.356  0.747  1.780  -0.754
C  1.667  3.767  2.838  -0.447
C  -1.726  4.258  -2.468  -1.458
C  2.053  -3.780  3.071  -0.723
C  -1.645  -2.841  -0.175  -0.859
C  -3.143  -0.034  -0.576  -0.429
H  -4.744  0.915  2.812  0.376
H  -1.961  3.552  -4.589  0.477
H  -2.129  -1.725  1.587  -0.559
H  3.445  -0.765  4.201  0.345
H  2.316  0.917  -1.131  -0.586
H  -4.062  3.097  -3.587  0.483
H  -0.781  4.799  -2.539  0.355
H  -0.737  -2.293  -0.542  -0.165
H  -2.782  -4.749  1.666  0.375
H  4.227  -2.403  4.159  0.213
H  1.017  -5.549  3.786  0.285
H  3.886  -2.577  0.378  0.270
H  4.628  1.053  -1.894  0.397
H  5.131  -1.779  1.370  0.492
H  1.513  5.052  1.115  0.586
H  -2.594  -2.629  -0.746  0.268
H  2.133  4.484  3.509  0.401
H  -2.600  -0.474  -1.437  0.544
H  4.260  1.029  -3.583  0.339
H  3.034  -1.434  -3.058  0.336
H  -3.290  1.534  -4.035  0.291
H  -1.053  -5.033  2.705  0.111
H  -2.628  4.868  -2.624  0.485
H  0.482  0.295  -6.311  0.399
H  3.657  2.363  -2.662  0.428
H  -1.788  3.863  -1.429  0.111
H  4.987  -1.046  3.399  0.423
H  -2.337  1.410  2.273  0.317
H  3.025  -0.691  1.852  -0.137
H  -5.057  -0.781  -1.190  0.575
H  3.538  -1.312  -1.348  0.176
H  4.437  -3.415  1.790  0.303
H  3.053  -4.105  3.344  0.306
H  -3.871  -3.493  1.330  0.446
H  -1.466  1.773  -5.649  0.403
H  -1.530  -3.910  -0.470  0.422
H  1.800  -1.468  -1.698  0.122
H  2.091  -0.303  -4.727  0.228
H  -3.146  -3.602  2.971  0.390
H  1.795  2.092  4.229  0.607
H  -3.331  2.004  -2.290  -0.004

Computed properties:
**Gap between HOMO and LUMO**: 5.9 eV
**Molar mass**: 651.3 g mol⁻¹
**Lowest unoccupied orbital energy**: 1.47 eV
**Maximum force**: 3.462 eV/A
**ΔE to the lowest compared entry with this formula, charge and spin**: 26.7 kcal per mole
**Charge**: -1
**HOMO**: -4.44 eV

Computed, not measured: an isolated molecule of C5H7NO, with the ωB97M-V functional and the def2-TZVPD basis.

Last column: Mulliken charge in e.
Geometry (Å):
O  -1.398  -0.339  -1.132  -0.385
N  -0.751  1.553  0.133  -0.574
C  -0.253  -1.135  -0.787  -0.505
C  -1.555  0.874  -0.568  0.044
C  0.877  -0.373  -0.132  -0.118
C  0.559  1.018  0.336  0.106
C  0.788  -0.071  1.339  -0.824
H  0.079  -1.581  -1.728  0.327
H  1.704  -0.049  1.920  0.274
H  -0.079  -0.449  1.873  0.273
H  -0.620  -1.941  -0.142  0.271
H  1.860  -0.553  -0.555  0.353
H  1.331  1.778  0.252  0.362
H  -2.543  1.268  -0.807  0.396

Computed properties:
**Gap between HOMO and LUMO**: 10.3 eV
**Molar mass**: 97.1 g mol⁻¹
**Structure (SMILES)**: C1=N[C@H]2C[C@H]2CO1
**Lowest unoccupied orbital energy**: 0.99 eV
**Maximum force**: 0.347 eV/A
**ΔE to the lowest compared entry with this formula, charge and spin**: 36.7 kcal per mole
**Charge**: 0
**HOMO**: -9.29 eV

> Which of these has the highest molar mass?

C31H50BO14S